Record 1
A structure of composition C4H9NO2. Source: OMol25; level of theory: the ωB97M-V functional and the def2-TZVPD basis.

Properties
Kohn-Sham gap   9.5 eV
Relative energy (zero: lowest compared OMol25 entry of this formula, charge and spin)   126.5 kcal/mol

```
! RIJCOSX wB97M-V def2-TZVPD def2/J DEFGRID3
* xyz 0 1
C 1.504 -0.120 -1.354
N 1.799 -0.095 0.085
C 1.165 0.428 1.127
O -0.054 0.980 1.167
C -1.053 0.880 0.132
C -1.826 -0.419 0.284
O -1.043 -1.559 -0.001
H 2.364 -0.568 -1.857
H 0.624 -0.746 -1.534
H 1.341 0.882 -1.769
H 2.429 0.511 0.973
H -1.715 1.736 0.296
H -0.615 0.966 -0.862
H -2.249 -0.463 1.298
H -2.661 -0.431 -0.425
H -0.367 -1.641 0.686
*
```

Record 2
A cluster of 4 separate species, C4H17NO3 in total. Source: OMol25; level of theory: the ωB97M-V functional and the def2-TZVPD basis.

Properties
SMILES   CNC(C)C.O.O.O
Kohn-Sham gap   9.2 eV
Relative energy (zero: lowest compared OMol25 entry of this formula, charge and spin)   24.3 kcal/mol

```
! RIJCOSX wB97M-V def2-TZVPD def2/J DEFGRID3
* xyz 0 1
C 1.773 -0.841 -0.606
N 0.500 -0.752 -1.282
C 0.513 1.169 -2.904
C -0.077 0.571 -1.601
C 0.104 1.480 -0.415
H 1.687 -0.344 0.360
H 2.629 -0.311 -1.079
H 2.074 -1.886 -0.596
H 0.409 -1.394 -2.066
H -0.217 1.252 -3.712
H 1.327 0.544 -3.240
H 0.759 2.220 -2.710
H -1.126 0.319 -1.721
H -0.524 2.390 -0.446
H 1.059 2.015 -0.331
H -0.237 0.984 0.481
H -0.685 1.691 3.449
H -1.440 1.436 2.190
O -1.071 2.174 2.706
H -0.798 -1.629 1.674
H -1.376 -0.607 0.550
O -1.260 -0.802 1.491
H -1.860 -3.302 2.657
H -1.152 -3.094 4.043
O -1.011 -3.284 3.109
*
```

Record 3
A structure of composition C2FN4O3. Source: OMol25; level of theory: the ωB97M-V functional and the def2-TZVPD basis.

Properties
Kohn-Sham gap   9.2 eV
Relative energy (zero: lowest compared OMol25 entry of this formula, charge and spin)   10.4 kcal/mol

```
! RIJCOSX wB97M-V def2-TZVPD def2/J DEFGRID3
* xyz -1 1
C -2.376 -0.133 0.144
C 0.140 0.950 0.351
N -3.401 0.018 0.724
N 1.121 0.608 -0.349
N -1.304 -0.080 -0.523
N 2.020 -0.309 -0.221
O 2.278 -0.631 0.912
O -0.270 1.683 1.184
O 2.560 -0.742 -1.199
F -0.768 -1.364 -1.022
*
```

Record 4
A cluster of 9 separate species, C18H36Cl18 in total. Source: OMol25; level of theory: the ωB97M-V functional and the def2-TZVPD basis.

Properties
Kohn-Sham gap (spin up / spin down)   1.9 / 10.4 eV
Relative energy (zero: lowest compared OMol25 entry of this formula, charge and spin)   12.3 kcal/mol

```
! RIJCOSX wB97M-V def2-TZVPD def2/J DEFGRID3
* xyz -1 2
Cl 23.121 3.804 13.117
C 23.428 2.256 12.264
C 22.011 1.734 11.768
Cl 21.104 0.881 13.011
H 23.957 1.536 12.889
H 24.079 2.633 11.475
H 22.184 1.103 10.896
H 21.349 2.538 11.443
Cl 28.971 7.703 13.004
C 27.509 8.708 13.120
C 27.401 9.416 14.448
Cl 26.433 10.955 14.169
H 26.648 8.041 13.149
H 27.489 9.355 12.242
H 28.325 9.819 14.864
H 26.891 8.757 15.150
Cl 18.374 5.261 13.596
C 20.017 5.701 14.132
C 20.028 6.206 15.582
Cl 19.041 7.709 15.577
H 20.349 6.614 13.638
H 20.757 4.972 13.803
H 21.022 6.519 15.904
H 19.697 5.431 16.273
Cl 23.373 12.140 10.169
C 25.129 12.136 9.678
C 26.057 12.693 10.793
Cl 25.589 14.319 11.357
H 25.232 12.760 8.790
H 25.475 11.113 9.530
H 27.104 12.790 10.504
H 25.957 12.003 11.630
Cl 22.787 10.649 4.024
C 22.632 10.996 5.865
C 23.648 10.202 6.719
Cl 23.122 8.483 6.923
H 21.586 10.901 6.156
H 22.814 12.070 5.844
H 23.679 10.692 7.692
H 24.608 10.281 6.208
Cl 22.105 12.750 15.747
C 22.061 11.707 14.229
C 21.385 10.349 14.384
Cl 20.659 9.746 12.842
H 23.027 11.607 13.735
H 21.436 12.303 13.563
H 20.505 10.440 15.021
H 21.990 9.512 14.734
Cl 22.411 2.656 8.455
C 23.316 3.928 7.617
C 22.896 3.893 6.152
Cl 21.168 4.536 5.983
H 24.364 3.650 7.733
H 23.005 4.864 8.081
H 22.848 2.880 5.752
H 23.607 4.481 5.572
Cl 24.613 8.798 11.172
C 23.294 8.080 10.217
C 22.519 7.127 11.111
Cl 21.462 6.139 10.315
H 23.803 7.445 9.492
H 22.610 8.872 9.911
H 22.049 7.620 11.962
H 23.138 6.443 11.692
Cl 18.600 2.551 10.540
C 18.568 3.665 9.202
C 18.102 5.069 9.538
Cl 16.671 5.176 10.559
H 17.820 3.225 8.543
H 19.507 3.789 8.662
H 17.832 5.669 8.669
H 18.935 5.639 9.950
*
```

Record 5
An isolated molecule of C5H13B2NO3. Source: OMol25; level of theory: the ωB97M-V functional and the def2-TZVPD basis.

Properties
Kohn-Sham gap (spin up / spin down)   8.9 / 8.9 eV
Relative energy (zero: lowest compared OMol25 entry of this formula, charge and spin)   14.0 kcal/mol

```
! RIJCOSX wB97M-V def2-TZVPD def2/J DEFGRID3
* xyz 0 1
B 1.222 1.198 -2.069
B -1.366 -1.061 -0.619
C 1.386 -0.091 1.548
C 2.036 0.822 0.538
C -0.041 0.131 1.370
C 1.592 0.319 -0.794
C -2.408 -1.975 0.189
N -0.438 -0.256 0.036
O 1.801 2.379 -2.138
O 0.250 0.840 -2.852
O -1.042 -1.288 -1.910
H 1.760 -1.148 1.431
H 1.563 0.246 2.571
H 1.751 1.824 0.718
H 3.250 0.882 0.708
H -0.638 -0.493 1.991
H -0.111 1.163 1.604
H 1.947 -0.709 -0.958
H -3.306 -1.572 0.537
H -2.098 -2.372 1.228
H -2.546 -2.895 -0.448
H 1.684 2.941 -2.914
H -0.319 0.167 -2.483
H -1.478 -2.035 -2.282
*
```

Record 6
An isolated molecule of C21H24ClN7. Source: OMol25; level of theory: the ωB97M-V functional and the def2-TZVPD basis.

Properties
SMILES   Cc1ccc(Nc2nc(N)nc(CN3CCN(c4ccccc4)CC3)n2)cc1Cl
Kohn-Sham gap   8.4 eV

```
! RIJCOSX wB97M-V def2-TZVPD def2/J DEFGRID3
* xyz 0 1
C 6.334 0.001 0.529
C 5.091 -0.799 0.307
C 5.094 -1.961 -0.455
C 3.946 -2.699 -0.659
C 2.737 -2.294 -0.094
C 2.708 -1.132 0.672
C 3.872 -0.411 0.856
Cl 3.789 1.031 1.810
H 1.781 -0.812 1.115
N 1.609 -3.068 -0.328
C 0.344 -2.944 0.138
N 0.014 -1.964 0.978
C -1.250 -1.952 1.376
N -2.174 -2.815 0.993
C -1.750 -3.762 0.145
N -0.503 -3.877 -0.307
N -2.659 -4.649 -0.288
H -2.364 -5.412 -0.868
H -3.586 -4.616 0.096
C -1.671 -0.827 2.282
N -2.003 0.391 1.562
C -3.109 0.241 0.638
C -3.532 1.631 0.173
N -2.424 2.282 -0.495
C -2.686 3.277 -1.429
C -3.616 3.043 -2.449
C -3.863 3.990 -3.420
C -3.186 5.199 -3.416
C -2.255 5.440 -2.422
C -2.008 4.500 -1.439
H -1.292 4.733 -0.667
H -1.720 6.379 -2.400
H -3.380 5.938 -4.178
H -4.587 3.780 -4.194
H -4.137 2.098 -2.491
C -1.287 2.398 0.390
H -0.446 2.828 -0.157
C -0.882 1.007 0.881
H -0.052 1.101 1.585
H -0.542 0.409 0.019
H -1.516 3.030 1.262
H -4.386 1.556 -0.498
H -3.834 2.215 1.058
H -3.937 -0.247 1.156
H -2.840 -0.369 -0.241
H -0.856 -0.598 2.971
H -2.556 -1.138 2.841
H 1.730 -3.868 -0.935
H 3.983 -3.598 -1.258
H 6.021 -2.293 -0.898
H 7.182 -0.457 0.029
H 6.550 0.075 1.595
H 6.205 1.014 0.150
*
```

Q: Number 1 is which compound?
A: C4H9NO2